(1)
{
  "formula": "C11H17ClGeO4RuS",
  "method": "the ωB97M-V functional and the def2-TZVPD basis",
  "symbols": ["Ru", "O", "S", "O", "O", "O", "C", "Ge", "C", "C", "C", "H", "H", "H", "H", "H", "H", "H", "H", "H", "H", "H", "Cl", "C", "C", "C", "C", "C", "C", "C", "H", "H", "H", "H", "H", "H"],
  "xyz": [[-0.672, 1.450, -0.735], [1.508, 3.595, 0.274], [0.055, 3.689, 0.380], [-0.438, 4.846, 1.060], [-0.442, 2.224, 1.078], [-0.566, 3.483, -1.039], [2.701, -1.668, -0.909], [2.146, -0.135, 0.183], [3.671, 1.086, 0.606], [1.173, -1.009, 1.702], [0.947, 0.694, -1.449], [2.911, -1.363, -1.970], [2.044, -2.594, -0.852], [3.651, -1.897, -0.489], [3.489, 1.359, 1.682], [3.535, 1.979, 0.010], [4.681, 0.643, 0.437], [1.832, -1.108, 2.579], [0.756, -2.003, 1.470], [0.343, -0.379, 2.043], [0.851, -0.192, -2.057], [1.769, 1.304, -1.931], [-4.085, 1.468, 0.415], [-3.342, -0.084, 0.299], [-3.648, -1.147, 1.123], [-3.012, -2.428, 1.035], [-1.906, -2.583, 0.188], [-1.601, -1.566, -0.683], [-2.269, -0.303, -0.688], [-1.984, 0.571, -1.799], [-4.264, -0.987, 2.025], [-3.281, -3.081, 1.885], [-1.248, -3.445, 0.266], [-0.784, -1.704, -1.421], [-2.847, 1.234, -2.025], [-1.672, 0.053, -2.695]],
  "atomic_forces_ev_per_a": [[1.123, 0.794, 0.402], [-1.216, -0.200, 0.014], [1.579, -0.437, 0.786], [-0.531, -0.841, -0.192], [0.571, 2.669, -0.608], [0.064, 0.554, 1.245], [-0.508, -0.315, -0.967], [-0.724, -0.417, -0.862], [-0.647, -0.537, 0.904], [-0.118, 0.612, 0.307], [2.812, -0.537, 0.676], [-0.373, -0.418, 0.879], [0.697, 1.313, -0.141], [0.984, -0.683, 0.293], [0.559, -0.127, -0.994], [0.064, 0.226, -0.046], [-0.946, 0.194, 0.236], [-0.023, 0.004, -0.398], [0.351, 0.436, -0.230], [0.066, -0.023, -0.095], [-0.399, -0.345, -0.290], [-1.248, -0.007, 0.533], [0.056, -0.213, 0.066], [2.036, -0.979, -1.368], [0.112, -0.710, 0.994], [0.155, 1.830, 1.049], [-0.626, -0.245, 0.624], [0.331, 0.583, -0.384], [-1.692, -1.952, 1.219], [-2.713, -0.046, -2.028], [-0.085, -0.040, -0.895], [0.361, -0.086, -0.961], [-0.366, -0.066, -0.225], [-0.586, 0.123, 0.591], [0.671, -0.044, 0.032], [0.206, -0.071, -0.166]],
  "de_lowest_kcal_mol": 0.0,
  "orbital_gap_ev": [6.8942, 7.5595],
  "homo_ha": [-0.2917, -0.3562],
  "total_energy_ha": -3760.29878,
  "s2": 6.039,
  "spin_multiplicity": 5
}

(2)
{
  "formula": "C11H17N2",
  "method": "the ωB97M-V functional and the def2-TZVPD basis",
  "symbols": ["C", "C", "C", "C", "C", "C", "C", "C", "C", "C", "C", "N", "N", "H", "H", "H", "H", "H", "H", "H", "H", "H", "H", "H", "H", "H", "H", "H", "H", "H"],
  "xyz": [[1.947, 2.250, 1.798], [1.402, 2.827, 0.689], [1.533, 0.955, 2.149], [0.550, 2.107, -0.097], [0.600, 0.232, 1.431], [0.139, 0.781, 0.209], [0.229, -1.171, 1.955], [-1.198, -1.559, 1.498], [-0.923, 0.147, -0.561], [1.013, -0.882, -1.825], [-1.145, -1.754, -2.121], [-2.105, 0.812, -0.763], [-0.421, -0.520, -1.827], [2.526, 2.806, 2.498], [1.607, 3.836, 0.464], [1.927, 0.490, 3.053], [0.145, 2.642, -1.016], [0.982, -1.933, 1.664], [-0.074, -1.325, 3.038], [-1.487, -2.531, 1.077], [-1.938, -1.100, 2.138], [1.397, -1.333, -2.790], [1.661, 0.001, -1.736], [1.245, -1.560, -0.995], [-0.383, -2.240, -2.721], [-1.074, -2.236, -1.170], [-2.221, -1.581, -2.635], [-2.356, 1.405, 0.024], [-2.894, 0.277, -0.792], [-0.681, 0.157, -2.634]],
  "atomic_forces_ev_per_a": [[-0.831, -1.455, 0.956], [0.123, -0.187, 0.045], [0.642, 0.438, 0.568], [-1.336, -0.336, -1.998], [0.429, -0.497, 0.057], [0.192, 1.366, 1.486], [-2.335, -1.084, -0.546], [1.088, 0.397, -1.243], [0.817, -1.501, 0.936], [2.201, 0.610, -0.735], [-1.399, -0.291, -1.374], [1.049, 2.220, 0.428], [-0.955, 2.298, -1.625], [0.649, 0.283, 0.178], [0.265, 0.993, -0.369], [-0.066, 0.256, -0.120], [0.354, -0.974, 1.192], [-0.395, 0.516, 0.230], [1.717, 0.992, -0.588], [0.388, 0.388, 0.254], [-0.405, 0.175, -0.386], [-1.184, 0.265, 0.959], [-0.509, -0.084, 0.375], [-0.354, 0.158, -0.185], [-1.122, -0.762, -0.872], [-1.074, -0.793, 0.442], [2.709, -0.583, 1.491], [0.801, 0.471, -0.129], [-2.436, -2.341, -0.882], [0.977, -0.939, 1.454]],
  "de_lowest_kcal_mol": 113.8,
  "orbital_gap_ev": [8.1244, 8.7241],
  "homo_ha": [-0.4279, -0.4304],
  "total_energy_ha": -538.45931,
  "total_charge": 1
}

(3)
{
  "formula": "C11H17N2",
  "method": "the ωB97M-V functional and the def2-TZVPD basis",
  "symbols": ["C", "C", "C", "C", "C", "C", "C", "C", "C", "C", "C", "N", "N", "H", "H", "H", "H", "H", "H", "H", "H", "H", "H", "H", "H", "H", "H", "H", "H", "H"],
  "xyz": [[-0.970, -1.733, 0.653], [-2.077, -1.093, 0.135], [0.527, 0.272, 0.754], [0.273, -1.158, 0.906], [-1.749, 0.250, -0.127], [-0.634, 0.856, 0.298], [2.528, -1.967, -0.775], [-0.949, 2.334, -2.385], [-1.442, 2.853, 1.278], [1.349, -2.182, 1.445], [1.962, -2.938, 0.263], [-1.329, 2.898, -1.080], [-1.250, 2.134, 0.096], [-1.143, -2.786, 0.889], [-3.100, -1.288, -0.018], [1.558, 0.555, 1.103], [3.630, -1.959, -0.836], [2.420, -2.250, -1.834], [2.211, -0.912, -0.740], [-1.127, 3.121, -3.201], [0.183, 2.146, -2.455], [-1.642, 1.550, -2.846], [-0.974, 3.855, 1.143], [-2.465, 3.177, 1.573], [-0.961, 2.434, 2.117], [2.199, -1.581, 1.855], [1.035, -2.914, 2.264], [2.814, -3.479, 0.732], [1.274, -3.577, -0.219], [-2.150, 3.382, -0.988]],
  "atomic_forces_ev_per_a": [[-0.977, -1.263, -0.125], [0.335, 3.404, -0.198], [0.677, -3.231, 1.159], [1.009, 0.187, 1.255], [0.945, -0.877, 1.033], [0.339, 0.096, -2.280], [1.492, 0.344, -1.616], [0.065, 0.717, -1.943], [-0.935, 4.162, 1.275], [0.207, 1.293, 0.101], [1.549, 1.071, 0.699], [3.018, -2.455, 0.379], [-0.103, -0.318, -1.819], [0.460, 0.135, -0.059], [-0.786, -1.608, -0.012], [-1.523, 0.595, -0.571], [-0.202, 0.195, 0.942], [-0.929, -0.274, 0.343], [-0.016, -0.522, 0.279], [0.338, -0.433, 1.642], [-1.953, -0.232, 0.385], [1.120, 0.209, 1.396], [0.061, -0.581, -0.023], [0.211, -0.924, -0.554], [0.392, -0.952, 0.752], [-0.720, -0.371, 0.000], [-0.168, 1.263, -1.156], [-0.706, -0.204, -0.683], [-0.763, -1.024, -0.203], [-2.437, 1.598, -0.395]],
  "de_lowest_kcal_mol": 171.4,
  "orbital_gap_ev": [8.2892, 7.7807],
  "homo_ha": [-0.4804, -0.4819],
  "total_energy_ha": -538.36753,
  "total_charge": 1
}

(4)
{
  "formula": "C11H17N2O7P",
  "method": "the ωB97M-V functional and the def2-TZVPD basis",
  "symbols": ["C", "C", "C", "O", "C", "C", "N", "C", "C", "C", "C", "O", "N", "C", "O", "O", "C", "P", "O", "O", "O", "H", "H", "H", "H", "H", "H", "H", "H", "H", "H", "H", "H", "H", "H", "H", "H", "H"],
  "xyz": [[-3.638, 2.617, -1.094], [-3.068, 1.369, -1.154], [-2.799, 0.526, 0.057], [-1.394, 0.269, 0.133], [-0.594, 1.206, 0.842], [0.399, 1.905, -0.112], [1.203, 0.944, -0.844], [2.224, 0.295, -0.198], [2.866, -0.737, -0.809], [3.879, -1.493, -0.060], [2.511, -1.065, -2.149], [3.102, -1.837, -2.828], [1.542, -0.386, -2.824], [0.866, 0.564, -2.143], [-0.052, 0.999, -2.794], [0.275, 0.555, 1.826], [-0.429, -0.331, 2.716], [-0.839, -1.992, 1.971], [-2.287, -2.128, 1.835], [-0.222, -3.206, 2.845], [-0.246, -2.182, 0.533], [-3.851, 3.193, -0.185], [-3.840, 3.141, -2.031], [-2.991, 0.912, -2.154], [-3.301, -0.429, -0.033], [-3.222, 0.999, 0.954], [-1.251, 1.932, 1.351], [1.055, 2.537, 0.491], [-0.117, 2.621, -0.765], [2.542, 0.594, 0.820], [3.919, -1.129, 0.995], [3.604, -2.555, -0.073], [4.890, -1.377, -0.475], [1.311, -0.638, -3.773], [-1.314, 0.193, 3.060], [0.199, -0.540, 3.582], [-0.359, -3.997, 2.320], [-0.577, -1.352, 0.169]],
  "atomic_forces_ev_per_a": [[1.194, -1.588, -0.455], [-2.005, 2.140, -0.148], [-0.395, 0.478, -0.608], [1.000, 0.084, 1.112], [0.626, -0.273, 0.029], [-0.488, 0.481, 0.303], [-0.184, 0.286, -0.398], [1.282, -1.326, -0.204], [-1.084, 1.949, 1.953], [0.825, -0.364, 0.685], [0.264, 0.151, -1.480], [2.405, -3.195, -1.103], [1.052, 0.467, 3.319], [-1.864, 0.287, -1.778], [-1.821, 2.179, 0.620], [-1.242, -0.219, -0.685], [1.012, -0.223, -0.452], [-1.961, -0.978, 0.727], [-1.217, 0.303, 0.660], [0.613, 1.558, -0.166], [1.791, 0.183, 0.189], [0.157, -0.523, -0.138], [-0.039, -0.177, 0.301], [0.414, 0.199, 0.655], [0.187, -0.346, 0.028], [0.499, 0.010, 0.031], [0.195, -0.184, -0.086], [0.142, -0.249, 0.083], [-0.038, -0.692, -0.176], [-0.693, 0.052, -0.905], [-0.087, -0.391, -0.764], [0.305, 0.143, 0.114], [-0.263, -0.210, -0.030], [-0.118, 0.181, 0.181], [-0.509, -0.487, 0.057], [0.253, 0.330, -0.010], [-0.037, -0.559, -0.055], [-0.171, 0.523, -1.408]],
  "de_lowest_kcal_mol": 0.0,
  "orbital_gap_ev": 9.2593,
  "homo_ha": -0.3245,
  "smiles": "C=CCO[C@H](Cn1cc(C)c(=O)[nH]c1=O)OCP(=O)(O)O",
  "total_energy_ha": -1406.96544
}